ORCA calculation (the ωB97M-V functional and the def2-TZVPD basis) on an isolated molecule of C4H5Cl2P at a distorted geometry.

XYZ file:
```
12
Properties=species:S:1:pos:R:3:forces:R:3:nbo_charge:R:1
Cl 4.216851 0.721918 0.620860 -1.219 -0.433 -0.120 0.095
C 2.623667 0.333747 0.220910 0.181 0.197 -0.315 -0.083
C 1.510976 0.168266 -0.221996 5.142 0.499 0.780 -0.031
C 0.244670 0.135293 -0.744465 -3.620 -1.059 1.845 -0.482
C -0.587740 -0.564565 0.431635 -0.130 -1.272 -1.514 -0.698
P -2.415928 -0.531693 0.525515 0.742 0.827 2.383 0.660
Cl -2.567553 1.558614 0.691946 -0.304 -0.343 -0.385 -0.330
H -0.074507 1.134788 -0.855546 -0.724 1.275 -0.142 0.245
H 0.097502 -0.343416 -1.669744 0.087 -0.869 -1.129 0.235
H -0.367780 -1.658029 0.444679 0.121 0.558 -0.182 0.230
H -0.190580 -0.201066 1.332638 0.391 0.543 1.351 0.234
H -2.489576 -0.753852 -0.776429 -0.668 0.078 -2.572 -0.076
```
Forces are in eV/Å.

Structure (SMILES): ClC#CCCPCl
Max |F|: 5.22 eV/A
Electronic energy: -1417.06700 Ha
Net charge: 0
Spin multiplicity: 1
Relative energy (zero: lowest compared OMol25 entry of this formula, charge and spin): 41.9 kcal/mol